Record 1
The following is a DFT calculation (ωB97M-V/def2-TZVPD) of 13 unconnected molecules or ions with the total composition C38H106N4O13 in a non-equilibrium geometry.

Output
electronic energy = -73697.7589 eV
highest occupied orbital energy = -8.97 eV

```
161
C38H106N4O13 ωB97M-V/def2-TZVPD
C -5.92228 2.48314 -6.09712
C -6.47349 3.30847 -4.97857
C -6.79223 2.38058 -3.82888
O -5.60856 1.83137 -3.25266
C -5.66174 1.65022 -1.88019
N -5.52974 4.18039 -4.37057
H -5.62858 3.05955 -6.96531
H -6.74820 1.91515 -6.51026
H -5.06147 1.83905 -5.64443
H -7.41652 3.86613 -5.19622
H -7.44547 1.56904 -4.21793
H -7.34676 2.93112 -3.04204
H -4.66455 1.47656 -1.53419
H -6.29603 0.77231 -1.57030
H -6.07527 2.55935 -1.39285
H -5.01867 4.84237 -4.95433
H -4.79444 3.59974 -3.96504
C -2.44493 -4.28595 1.32073
C -1.11524 -3.97330 0.77611
C -0.24403 -5.19644 0.60172
O -0.86668 -6.11176 -0.26156
C -0.19148 -7.34206 -0.28773
N -1.17175 -3.30937 -0.51800
H -2.74948 -5.29795 0.98680
H -3.24444 -3.55424 1.05973
H -2.39610 -4.36367 2.36867
H -0.49117 -3.28604 1.41993
H 0.02234 -5.70789 1.54219
H 0.70756 -4.87165 0.12541
H 0.15131 -7.63845 0.74833
H 0.70676 -7.36708 -0.95349
H -0.92210 -8.03740 -0.71600
H -1.68703 -2.41551 -0.39627
H -1.65135 -3.88556 -1.19125
C 3.99490 -0.31036 3.88196
C 4.64137 1.06153 3.92798
C 4.79871 1.74754 2.58533
O 5.77073 1.20843 1.77244
C 5.46956 1.50197 0.40753
N 3.81745 2.04996 4.64770
H 3.66393 -0.58244 4.90196
H 4.75925 -0.97172 3.43464
H 3.15024 -0.28544 3.19780
H 5.68627 0.87225 4.29290
H 5.10706 2.75533 2.77863
H 3.76992 1.76066 2.09815
H 4.98776 0.64197 -0.00505
H 6.36972 1.72636 -0.17593
H 4.77286 2.32441 0.29058
H 4.00730 3.00131 4.31845
H 3.91385 2.02246 5.63194
C 1.61805 4.67904 0.82123
C 0.26830 4.66772 1.50821
C -0.59986 5.76206 0.85906
O -1.72857 5.97444 1.73650
C -2.60171 6.89449 1.23549
N -0.32287 3.39878 1.29711
H 1.35790 4.42039 -0.17412
H 2.42547 4.04636 1.21404
H 2.04970 5.66516 0.74845
H 0.30666 4.94017 2.59696
H -0.91689 5.55869 -0.14299
H -0.07424 6.72899 0.82404
H -3.07955 6.68402 0.21449
H -2.00948 7.79874 1.14140
H -3.29547 6.97769 2.07379
H -1.27852 3.32030 1.66336
H 0.17680 2.66632 1.75099
C -3.17200 1.43037 3.69971
C -3.15189 0.20267 2.85880
O -1.78653 -0.13975 2.77532
H -2.72315 1.19488 4.63621
H -4.24686 1.72002 3.86827
H -2.63860 2.22222 3.19213
H -3.53266 0.48829 1.85914
H -3.68709 -0.66907 3.21584
H -1.68670 -0.84540 2.11865
C 1.84429 1.29889 -4.50579
C 1.78018 1.05005 -2.96748
O 2.52614 2.08221 -2.25176
H 1.42786 2.22395 -4.87564
H 1.37903 0.53028 -5.09986
H 2.90290 1.37707 -4.76890
H 2.41151 0.10566 -2.84051
H 0.81780 0.84797 -2.49612
H 1.95429 2.84274 -2.30497
C 0.00648 -3.39134 4.42750
C 1.45658 -3.55871 4.31044
O 1.89792 -2.61516 3.33256
H -0.37359 -4.08311 5.15668
H -0.56466 -3.48625 3.50039
H -0.26175 -2.39587 4.83400
H 1.74461 -4.57742 4.02492
H 1.83614 -3.35608 5.30584
H 2.77321 -2.89340 3.11061
C 0.19119 1.94885 4.96138
C 0.50269 0.49006 5.30546
O -0.61956 -0.28392 5.77966
H -0.52618 1.82949 4.14818
H 1.12492 2.35673 4.54540
H -0.10922 2.52301 5.79204
H 1.21953 0.31533 6.08180
H 1.06900 -0.02485 4.53130
H -1.12604 -0.48587 4.96385
C 2.70004 -3.06778 -3.56035
C 1.25149 -3.43469 -3.05947
O 0.54731 -2.30694 -2.47991
H 2.63562 -2.27059 -4.37068
H 3.10444 -4.03568 -3.94724
H 3.24963 -2.67582 -2.68090
H 1.19811 -4.20086 -2.30814
H 0.68011 -3.77922 -3.90203
H -0.07175 -2.66186 -1.83232
C 6.02014 -5.23807 1.03411
C 4.89324 -4.29100 1.19310
C 3.77990 -4.60292 0.15300
O 4.25054 -4.47412 2.51365
H 5.66810 -6.26516 1.12718
H 6.82366 -4.96546 1.72984
H 6.37814 -5.10001 -0.00827
H 5.19297 -3.25655 1.11562
H 2.83021 -4.03628 0.23588
H 3.48849 -5.64456 0.35238
H 4.24496 -4.55029 -0.83476
H 4.84572 -4.35772 3.28935
C -2.25776 3.13205 -1.73592
C -1.08080 3.20363 -2.69435
C -1.28281 4.32900 -3.73473
O 0.19848 3.39226 -1.97022
H -2.22173 3.86010 -0.91290
H -2.37021 2.09133 -1.39145
H -3.21000 3.26883 -2.25943
H -0.91018 2.26297 -3.20263
H -1.24834 5.17925 -3.11047
H -2.26008 4.09897 -4.25202
H -0.43646 4.40962 -4.42682
H 0.00130 3.27318 -1.02356
C -1.77530 -2.13459 -4.76280
C -2.37763 -0.96723 -3.93409
C -3.36044 -1.49963 -2.86574
O -1.26242 -0.31457 -3.29665
H -1.44562 -1.77337 -5.78506
H -2.54781 -2.90130 -4.83014
H -0.86392 -2.50280 -4.29633
H -2.75064 -0.17971 -4.51511
H -3.63959 -0.68698 -2.22435
H -2.95281 -2.35599 -2.25700
H -4.24078 -1.82604 -3.38703
H -0.65154 -1.01108 -3.05047
C 0.29057 -0.35250 0.53737
C 1.68183 -0.02597 1.00946
C 2.83502 -1.04261 0.57856
O 2.00452 1.29619 0.61067
H -0.39453 0.46074 0.76410
H -0.00837 -1.25095 1.08224
H 0.13891 -0.54681 -0.52084
H 1.62148 -0.00423 2.14435
H 2.94927 -0.90480 -0.48796
H 2.69824 -2.06354 0.85081
H 3.77179 -0.73041 1.09616
H 2.08275 1.43024 -0.31017
```

These are the Löwdin partial charges, in e, on atoms 1 to 5:
1 C -0.070
2 C -0.476
3 C -0.214
4 O -0.224
5 C -0.131

Record 2
The following is a DFT calculation (ωB97M-V/def2-TZVPD) of 13 unconnected molecules or ions with the total composition C38H108N6O20 in a non-equilibrium geometry.

Output
electronic energy = -91039.5779 eV
energy relative to the best compared isomer or geometry (same formula, charge and spin) = 64.2 kcal/mol
highest occupied orbital energy = -9.22 eV

```
172
C38H108N6O20 ωB97M-V/def2-TZVPD
C 3.85330 3.65642 0.39880
C 2.73934 4.49271 1.05863
C 2.73976 4.23883 2.55580
O 1.51098 4.47568 3.18241
C 1.69176 4.44900 4.56900
N 2.84453 5.91143 0.74631
H 3.61316 2.60237 0.55397
H 4.79258 3.85513 0.92422
H 3.90867 3.82985 -0.67326
H 1.82206 4.02179 0.68327
H 3.60949 4.80895 2.93565
H 3.11806 3.23231 2.80311
H 2.37547 5.14514 5.06460
H 2.04562 3.43027 4.81760
H 0.76306 4.51554 5.14009
H 3.73507 6.23117 1.13123
H 3.03890 6.02428 -0.24661
C -1.52857 1.76796 -1.53877
C -0.87367 0.69164 -0.68047
C 0.59488 1.04095 -0.40289
O 1.17357 -0.13749 0.11116
C 2.48133 -0.04105 0.60431
N -1.63917 0.46264 0.53293
H -0.97946 2.02304 -2.44717
H -1.71222 2.67000 -0.95138
H -2.48515 1.35793 -1.87519
H -0.87359 -0.25374 -1.23038
H 0.64948 1.89996 0.28307
H 1.13241 1.36532 -1.30562
H 2.60388 0.55329 1.52852
H 3.22896 0.51476 0.02190
H 2.81206 -1.04460 0.85342
H -1.63446 1.22901 1.19214
H -1.23943 -0.36572 0.96432
C -5.51685 -3.09182 -0.23494
C -4.19288 -3.66430 0.27179
C -3.46522 -2.70220 1.18155
O -2.11335 -3.13423 1.40481
C -1.86740 -3.64531 2.69168
N -4.41749 -4.94555 0.88090
H -6.17565 -3.82628 -0.69795
H -5.40328 -2.17065 -0.80611
H -6.13764 -2.79915 0.62661
H -3.58970 -3.65618 -0.65713
H -3.98125 -2.64597 2.14458
H -3.34950 -1.73002 0.70225
H -0.80292 -3.74462 2.91616
H -2.19391 -4.69591 2.69258
H -2.31643 -3.16799 3.56648
H -3.59253 -5.38970 1.26400
H -4.81027 -5.64486 0.26389
C -0.06692 1.55639 3.52014
C -0.19841 0.76295 4.83745
C -1.48354 -0.01507 4.84089
O -1.75498 -0.50780 6.14669
C -3.13053 -0.58888 6.44679
N 1.04200 -0.01958 4.93383
H -0.40831 1.02242 2.64279
H 0.91057 2.02763 3.42996
H -0.68870 2.45600 3.63714
H -0.28922 1.57529 5.57186
H -1.46693 -0.87063 4.15228
H -2.28501 0.65424 4.50638
H -3.20543 -0.71576 7.52740
H -3.59251 -1.45597 5.96358
H -3.66405 0.33295 6.19635
H 1.70557 0.70197 5.19105
H 1.03505 -0.74098 5.64570
C -5.22453 -3.67618 -3.78999
C -5.58397 -2.20128 -3.96552
C -4.46167 -1.50626 -4.74486
O -3.11960 -1.72936 -4.35539
C -2.77962 -1.59125 -2.99263
N -6.83573 -2.09653 -4.75342
H -6.03384 -4.16679 -3.24749
H -4.35759 -3.82862 -3.14556
H -4.98759 -4.13374 -4.75076
H -5.75945 -1.77099 -2.97805
H -4.63607 -0.42265 -4.84728
H -4.46744 -1.89490 -5.76931
H -3.44654 -0.85693 -2.51372
H -1.75799 -1.22299 -2.93919
H -2.92983 -2.50039 -2.40578
H -6.57235 -2.46688 -5.66409
H -7.02677 -1.10616 -4.87929
C 7.77355 -4.70533 4.69352
C 7.79113 -4.76563 3.15423
C 7.25354 -3.47344 2.56748
O 5.84824 -3.39342 2.75076
C 4.99063 -4.06409 1.85437
N 9.18080 -4.96981 2.67560
H 8.56491 -4.04905 5.04802
H 7.91359 -5.70047 5.11788
H 6.78312 -4.35355 4.99226
H 7.21397 -5.59735 2.75159
H 7.50113 -3.40003 1.50187
H 7.66253 -2.55870 3.00001
H 5.37016 -4.01479 0.82991
H 4.03752 -3.53608 1.91041
H 4.77107 -5.10561 2.10938
H 9.82927 -4.43230 3.24304
H 9.42977 -5.92909 2.90116
C -3.11458 5.19026 -2.95348
C -4.28059 5.30168 -1.97850
O -5.27016 6.23074 -2.39628
O -2.24346 6.30810 -2.88538
H -3.55335 5.14729 -3.96113
H -2.58828 4.24244 -2.85577
H -3.86529 5.60200 -1.00923
H -4.77754 4.33743 -1.87399
H -4.89693 7.11566 -2.43382
H -2.74909 7.10191 -3.07680
C 2.06222 4.78859 -4.49984
C 1.71759 3.71802 -3.49196
O 2.88630 3.11713 -2.94964
O 2.71237 4.34608 -5.66975
H 2.71721 5.47457 -3.95830
H 1.14947 5.35618 -4.73191
H 1.09216 2.88503 -3.84470
H 1.08418 4.10937 -2.68685
H 3.17508 2.40298 -3.53247
H 2.06213 3.88908 -6.21089
C 1.61523 -0.09351 -4.05489
C 2.24012 -0.91161 -2.96580
O 3.10994 -1.95779 -3.35242
O 2.65758 0.68653 -4.68413
H 0.90910 0.56096 -3.54499
H 1.23246 -0.70670 -4.86934
H 1.44510 -1.31971 -2.32773
H 2.76314 -0.36889 -2.16570
H 3.90560 -1.57262 -3.73131
H 2.81378 0.42840 -5.59302
C -6.51323 2.16737 0.31641
C -5.78954 0.81903 0.22254
O -4.84836 0.74427 1.27477
O -6.76139 2.70457 -0.97829
H -5.87750 2.83266 0.91079
H -7.48242 2.03222 0.81029
H -5.31085 0.69415 -0.75422
H -6.60793 0.08713 0.21240
H -4.02313 0.43316 0.87910
H -7.27864 3.50727 -0.86691
C 1.17818 -4.04548 0.38334
C 1.37769 -5.39401 -0.26536
O 2.67793 -5.93692 -0.03908
O 1.98278 -3.07311 -0.27942
H 1.21597 -4.06357 1.48011
H 0.17556 -3.63892 0.17591
H 1.35371 -5.25446 -1.35124
H 0.56875 -6.02529 0.10118
H 3.26491 -5.42812 -0.60603
H 1.73116 -2.19802 0.02899
C -2.60270 1.41800 -6.37521
C -1.60526 0.84576 -5.39690
O -0.74512 1.89640 -4.94728
O -1.97378 1.92833 -7.54435
H -3.15416 2.22943 -5.88113
H -3.40111 0.70397 -6.60626
H -1.05958 0.02634 -5.87825
H -2.08761 0.48052 -4.49524
H -0.48285 2.39020 -5.73396
H -2.40730 1.53357 -8.30328
C 4.57135 0.82076 4.87853
C 4.43718 -0.59919 4.40463
O 5.71237 -1.26333 4.63121
O 5.50494 1.56317 4.07791
H 4.79294 0.93511 5.93947
H 3.59942 1.30391 4.68942
H 4.26735 -0.72334 3.33694
H 3.74323 -1.06986 5.10703
H 5.63710 -2.03335 4.04509
H 5.82905 2.28556 4.62108
```

These are the Löwdin partial charges, in e, on atoms 1 to 5:
1 C -0.048
2 C -0.436
3 C -0.243
4 O -0.156
5 C -0.134

Listing lowest unoccupied orbital energy for the structures above in their given order: 0.017 0.009 Eh.
Listing gap between HOMO and LUMO for the structures above in their given order: 0.3461 0.3481 Ha.